No. 1
Density functional theory data (the ωB97M-V functional and the def2-TZVPD basis) for 2 unconnected molecules or ions with the total composition C2H7NO3 in a non-equilibrium geometry.

Summary:
E_tot	-9815.850	eV
energy relative to the best compared isomer or geometry (same formula, charge and spin)	117.8	kcal/mol
lowest unoccupied orbital energy	0.02142	Eh
structure (SMILES)	N/C=C\O.OO
HOMO	-8.009	eV

```
! wB97M-V def2-TZVPD RIJCOSX def2/J DEFGRID3
* xyz 0 1
N 0.33310 -1.75628 -0.13916
C 0.38705 -0.72680 0.75079
C 1.15763 0.38104 0.62078
O 2.32011 0.36669 -0.11522
H 0.69925 -1.53561 -1.06049
H -0.57542 -2.21201 -0.18650
H -0.38681 -0.75240 1.51464
H 1.21795 1.10906 1.42372
H 2.24082 -0.27260 -0.84241
O -1.48309 1.63902 0.03218
O -2.32658 0.88775 -0.88106
H -0.50167 1.36988 -0.21875
H -3.08234 1.50227 -0.89850
*
```

Atom charges from the Löwdin analysis, given in e for atoms 1 to 4: 0.057, -0.217, -0.250, -0.021



No. 2
Density functional theory data (the ωB97M-V functional and the def2-TZVPD basis) for 2 unconnected molecules or ions with the total composition C2H7NO3 in a non-equilibrium geometry.

Summary:
E_tot	-9819.283	eV
energy relative to the best compared isomer or geometry (same formula, charge and spin)	38.7	kcal/mol
lowest unoccupied orbital energy	0.02196	Eh
structure (SMILES)	NCC(=O)O.O
HOMO	-9.844	eV

```
! wB97M-V def2-TZVPD RIJCOSX def2/J DEFGRID3
* xyz 0 1
N 1.33379 -1.93211 -0.24951
C 0.02887 -1.43803 -0.86351
C -0.52255 -0.20184 -0.26457
O -0.84862 -0.17088 0.89847
O -0.45397 0.97744 -1.01662
H 1.30521 -2.95989 -0.21933
H 1.46917 -1.65891 0.81401
H 0.34610 -1.13891 -1.91054
H -0.89231 -2.06851 -0.88780
H 0.08094 1.62551 -0.36511
O -0.31222 2.91355 1.08583
H -1.09584 3.54567 1.00676
H -0.43856 2.50690 1.97192
*
```

Atom charges from the Löwdin analysis, given in e for atoms 1 to 4: -0.014, -0.195, -0.524, 0.085



No. 3
Density functional theory data (the ωB97M-V functional and the def2-TZVPD basis) for 2 unconnected molecules or ions with the total composition C2H7NO3P in a non-equilibrium geometry.

Summary:
E_tot	-19112.092	eV
energy relative to the best compared isomer or geometry (same formula, charge and spin)	14.5	kcal/mol
lowest unoccupied orbital energy	0.14390	Eh
HOMO	-4.859	eV

```
! wB97M-V def2-TZVPD RIJCOSX def2/J DEFGRID3
* xyz -1 1
C -1.45770 -0.38573 0.62200
C -0.68257 0.51728 -0.28884
N 2.07382 -1.95138 -0.98488
O -0.76526 2.55720 1.60670
O 0.08545 3.17160 -0.77490
O 0.67524 0.78942 0.23163
P -0.30436 2.17537 0.25052
H -0.92437 -1.32024 0.81119
H -1.58607 0.14362 1.56479
H -2.43402 -0.61629 0.19306
H -0.62935 0.21897 -1.33333
H 2.88287 -1.76524 -0.39505
H 1.43741 -2.48938 -0.40257
H 1.62891 -1.04520 -1.10032
*
```

Atom charges from the Löwdin analysis, given in e for atoms 1 to 4: -0.120, -0.439, 0.006, -0.368



No. 4
Density functional theory data (the ωB97M-V functional and the def2-TZVPD basis) for a single C2H7NO3S molecule in a non-equilibrium geometry.

Summary:
E_tot	-20649.723	eV
energy relative to the best compared isomer or geometry (same formula, charge and spin)	121.6	kcal/mol
lowest unoccupied orbital energy	0.01562	Eh
structure (SMILES)	CCS(=O)(=O)NO
HOMO	-10.575	eV

```
! wB97M-V def2-TZVPD RIJCOSX def2/J DEFGRID3
* xyz 0 1
C -1.44703 -1.17120 0.05852
C -1.28235 0.37879 0.20467
S 0.49314 0.84146 0.48654
O 0.85583 -0.01025 1.73563
O 0.94835 2.20992 0.35506
N 1.27110 0.09595 -0.96809
O 2.81968 0.29023 -0.59774
H -0.64177 -1.65952 0.98050
H -2.63432 -1.34215 0.41333
H -1.03490 -1.50755 -0.93731
H -1.88376 0.96759 -0.75490
H -1.68869 0.83531 1.17719
H 1.08072 -0.93436 -0.73849
H 3.14402 1.00578 -1.41491
*
```

Atom charges from the Löwdin analysis, given in e for atoms 1 to 4: -0.183, -0.355, 0.706, -0.393



No. 5
Density functional theory data (the ωB97M-V functional and the def2-TZVPD basis) for 3 unconnected molecules or ions with the total composition C2H7NO4 in a non-equilibrium geometry.

Summary:
E_tot	-11856.450	eV
energy relative to the best compared isomer or geometry (same formula, charge and spin)	22.4	kcal/mol
lowest unoccupied orbital energy (spin up / spin down)	-0.19872 / -0.38461	Eh
HOMO (spin up / spin down)	-13.813 / -13.813	eV

```
! wB97M-V def2-TZVPD RIJCOSX def2/J DEFGRID3
* xyz 1 2
O 1.75496 0.41939 0.16011
C 0.91557 -0.40539 0.41838
N -0.41236 -0.22665 0.46729
C -0.86482 1.19245 0.54084
O -1.32835 1.56911 1.55350
H 1.11481 -1.47559 0.67462
H -1.10910 -0.62941 1.10480
H -0.76472 1.82443 -0.35762
H 0.42217 -0.21065 4.72704
H 1.56720 0.27363 3.92329
O 0.76688 -0.25444 3.83755
H -0.65638 -0.36944 -6.39023
H -0.45050 -0.72262 -4.94621
O -0.95537 -0.98482 -5.71337
*
```

Atom charges from the Löwdin analysis, given in e for atoms 1 to 4: 0.364, -0.172, 0.171, -0.193



No. 6
Density functional theory data (the ωB97M-V functional and the def2-TZVPD basis) for 2 unconnected molecules or ions with the total composition C2H7NOS in a non-equilibrium geometry.

Summary:
E_tot	-16559.375	eV
energy relative to the best compared isomer or geometry (same formula, charge and spin)	32.2	kcal/mol
lowest unoccupied orbital energy	0.02211	Eh
structure (SMILES)	NC=O.CS
HOMO	-9.425	eV

```
! wB97M-V def2-TZVPD RIJCOSX def2/J DEFGRID3
* xyz 0 1
N -0.60665 0.68200 1.90776
C 0.42072 -0.20772 2.30088
O 0.60635 -0.53735 3.42835
H -0.75487 1.07253 0.93275
H -0.63802 1.42372 2.58475
H 1.03622 -0.72502 1.40078
C -0.15848 -0.87370 -2.06678
S -0.22600 1.04066 -2.49689
H 0.87790 -1.02554 -1.66563
H -1.08840 -0.82227 -1.54138
H -0.33252 -1.40645 -3.01990
H 0.86376 1.37913 -1.76468
*
```

Atom charges from the Löwdin analysis, given in e for atoms 1 to 4: 0.076, -0.430, 0.030, 0.100



No. 7
Density functional theory data (the ωB97M-V functional and the def2-TZVPD basis) for 2 unconnected molecules or ions with the total composition C2H7NOS in a non-equilibrium geometry.

Summary:
E_tot	-16553.040	eV
energy relative to the best compared isomer or geometry (same formula, charge and spin)	178.3	kcal/mol
lowest unoccupied orbital energy (spin up / spin down)	0.01954 / -0.05836	Eh
HOMO (spin up / spin down)	-8.356 / -7.863	eV

```
! wB97M-V def2-TZVPD RIJCOSX def2/J DEFGRID3
* xyz 0 1
C -0.67700 1.17690 0.93692
C -0.42941 -1.45152 0.21250
N 0.14793 0.55721 -1.48555
O 2.83743 -0.12468 0.21458
S 0.40377 0.15846 0.13201
H -0.33612 2.20177 0.98535
H -0.95410 0.79065 1.90472
H -0.50464 -1.74206 1.25715
H -1.41455 -1.34492 -0.23015
H 0.17354 -2.17048 -0.33190
H -0.25839 1.47822 -1.58721
H 1.01154 0.47045 -2.00842
*
```

Atom charges from the Löwdin analysis, given in e for atoms 1 to 4: -0.285, -0.220, -0.183, -0.517



No. 8
Density functional theory data (the ωB97M-V functional and the def2-TZVPD basis) for 2 unconnected molecules or ions with the total composition C2H7NOSi in a non-equilibrium geometry.

Summary:
E_tot	-13598.751	eV
energy relative to the best compared isomer or geometry (same formula, charge and spin)	108.5	kcal/mol
lowest unoccupied orbital energy (spin up / spin down)	0.03098 / 0.03172	Eh
HOMO (spin up / spin down)	-7.377 / -7.332	eV

```
! wB97M-V def2-TZVPD RIJCOSX def2/J DEFGRID3
* xyz 0 1
C -2.19366 -0.52085 0.25890
C -0.04265 0.80819 -0.04223
N -3.20802 0.05017 -0.09769
O 0.99791 0.17067 0.50600
Si 2.47024 -0.21773 -0.08051
H -1.91671 -1.46796 0.70093
H -0.42782 1.63756 0.52556
H -0.11660 0.85038 -1.11595
H -4.13779 -0.37064 -0.01807
H 3.13929 -0.54853 1.16650
H 3.05775 0.93496 -0.77171
H 2.37809 -1.32621 -1.03171
*
```

Atom charges from the Löwdin analysis, given in e for atoms 1 to 4: -0.101, -0.126, 0.014, -0.386